# 1
Molecular formula: C26H31N5OSTl
Method: DFT, wB97M-V/def2-TZVPD

Atoms and positions in Å:
C1 -2.033 7.113 -0.272
H1 2.797 2.945 -0.286
H2 -1.407 -6.214 -0.948
O1 -1.844 3.550 0.237
N1 -0.985 -1.389 0.744
H3 2.092 -5.076 1.248
H4 4.902 0.608 -2.233
C2 2.364 1.970 -0.229
H5 5.036 2.807 0.821
C3 -1.491 -3.733 0.639
C4 -1.867 -2.373 0.836
C5 -0.155 -3.951 0.303
H6 -3.910 8.363 -0.396
H7 0.417 2.798 -0.181
H8 4.683 -0.934 -1.309
C6 0.671 -2.894 0.142
C7 5.236 2.222 -0.027
N2 -4.478 2.593 -0.116
H9 6.361 2.297 -0.085
C8 5.061 0.016 1.148
H10 -0.415 -7.451 -0.243
H11 6.167 -0.059 1.215
C9 4.626 0.829 -0.055
C10 -4.282 6.317 -0.078
C11 -4.695 3.960 0.051
Tl1 -2.094 1.266 1.430
H12 -1.344 7.997 -0.302
H13 -2.243 -4.499 0.786
C12 -2.302 4.700 0.020
H14 1.683 -3.005 -0.246
N3 -5.601 2.067 -0.249
C13 -0.777 -6.433 -0.043
C14 0.987 1.880 -0.134
H15 3.003 -1.228 0.116
H16 6.121 0.070 -1.131
H17 4.871 2.866 -0.863
H18 4.674 0.509 2.066
C15 2.441 -0.334 0.086
H19 -7.628 0.940 -0.139
C16 -5.604 0.648 -0.304
H20 -2.874 -2.083 1.047
C17 1.381 -5.899 1.029
H21 -5.750 4.246 0.126
H22 1.229 -6.385 -1.734
H23 4.634 -0.977 1.122
H24 2.111 -4.948 -1.302
N4 0.340 0.741 0.055
H25 -7.177 -0.651 -0.289
N5 -6.869 0.262 -0.058
C18 -3.438 7.384 -0.342
H26 0.815 -6.283 1.895
C19 -1.473 5.882 -0.212
H27 -0.373 5.781 -0.083
S1 -4.364 -0.349 -0.665
H28 0.610 -4.806 -2.064
C20 5.085 0.063 -1.299
H29 -5.400 6.433 0.003
H30 1.809 -6.750 0.494
C21 0.264 -1.605 0.414
C22 0.348 -5.390 0.028
C23 3.096 0.863 -0.056
C24 -3.796 4.956 0.069
C25 1.076 -0.376 0.210
C26 1.077 -5.395 -1.320
H31 -1.398 -6.474 0.914

Its LUMO energy is -5.04 eV. As for the charge: +1. For the orbital gap, the calculation gives 6.25 eV.


# 2
Molecular formula: C29H66Cl8N5O9P
Method: DFT, wB97M-V/def2-TZVPD

Atoms and positions in Å:
H1 2.799 4.698 5.211
C1 2.493 -0.886 1.763
H2 0.556 1.420 -1.813
H3 1.496 -4.960 -0.488
H4 6.116 -3.582 2.698
N1 -1.580 -5.176 2.777
C2 2.818 5.326 4.323
H5 -4.184 1.367 -7.419
C3 2.448 4.355 -2.336
H6 -2.577 3.908 -6.154
Cl1 1.325 -6.634 -2.081
H7 -5.663 -0.991 -5.234
H8 -3.443 -1.529 3.051
H9 0.027 -5.424 4.067
O1 7.530 0.276 4.143
N2 -2.831 -2.192 4.935
O2 0.282 -0.178 2.414
Cl2 1.156 5.967 4.120
H10 8.837 -1.662 4.277
H11 0.206 -6.208 2.483
H12 3.071 -1.716 1.330
Cl3 1.404 -2.770 -4.656
H13 0.932 -2.101 2.668
H14 -5.255 0.041 -3.881
H15 -0.898 -2.408 4.002
C4 -0.519 1.622 -1.766
C5 -4.835 0.981 -6.631
H16 -2.338 -6.463 4.210
H17 -3.332 -0.280 4.319
O3 -1.653 1.258 1.999
H18 0.367 -4.463 2.607
H19 -3.644 3.630 3.322
H20 -4.025 2.079 2.645
H21 -3.313 3.244 1.588
H22 -2.662 5.686 -6.225
C6 1.070 -1.286 1.958
H23 0.002 -1.317 -5.908
H24 8.009 -3.128 4.792
C7 0.918 -0.122 -4.344
C8 -2.867 0.740 -5.239
H25 5.430 -3.139 4.328
O4 -2.337 0.470 -4.184
H26 8.559 -3.080 3.184
H27 3.059 -0.662 2.669
H28 -1.533 -0.236 -1.592
C9 6.684 -0.522 3.799
C10 -1.914 2.319 2.927
H29 -2.656 -3.624 6.383
Cl4 3.805 -3.246 -1.105
C11 -3.621 -1.319 4.105
H30 -4.169 -1.334 -4.320
H31 1.050 -0.220 -3.272
H32 -4.321 5.432 -3.054
H33 5.011 -2.285 2.805
O5 -4.594 -3.160 6.008
H34 -3.161 -4.427 1.626
H35 -5.379 1.834 -6.208
H36 1.135 3.061 -3.522
C12 2.234 -5.414 -1.149
H37 2.446 3.935 2.768
O6 0.606 2.087 1.216
H38 2.029 -3.714 -2.411
H39 3.374 -4.832 -2.886
C13 2.804 -4.390 -2.078
H40 -1.810 1.905 3.936
H41 -2.355 1.327 -6.019
C14 -1.929 4.414 -3.282
N3 6.885 -1.849 3.615
H42 -0.548 2.606 -1.283
H43 -1.161 3.103 2.858
H44 -0.798 -2.387 5.714
C15 -2.265 4.839 -5.667
C16 -3.280 2.886 2.618
C17 0.320 -1.390 -4.872
H45 -0.884 1.752 -2.779
C18 8.139 -2.421 3.950
H46 -5.546 0.334 -7.142
H47 -4.505 5.808 -4.783
C19 -1.400 -2.006 4.891
C20 -2.105 -4.292 1.889
H48 -1.175 4.889 -5.696
H49 -3.405 -6.254 2.812
H50 0.365 0.765 -4.624
H51 2.609 -0.104 1.012
Cl5 1.631 4.884 -4.918
C21 3.261 4.563 3.112
H52 4.097 3.903 3.334
C22 -0.175 -5.319 3.000
H53 -0.570 -1.531 -4.259
Cl6 2.620 0.280 -4.833
H54 2.974 -5.862 -0.489
H55 -2.268 1.060 -0.634
H56 0.680 -1.704 1.030
C23 5.806 -2.782 3.368
O7 -2.382 4.087 -2.215
H57 -0.858 4.397 -3.539
C24 -4.142 5.077 -4.062
C25 1.998 3.712 -3.651
C26 -3.397 -3.034 5.821
H58 3.453 4.738 -2.516
H59 -1.305 -0.916 4.837
H60 2.815 3.070 -3.978
H61 5.634 -0.229 3.627
O8 -0.593 0.061 0.145
C27 -1.324 0.622 -0.953
N4 -4.079 0.277 -5.622
O9 -1.433 -3.435 1.332
H62 -4.669 4.131 -4.235
N5 -2.711 4.897 -4.283
H63 -4.670 -1.364 4.374
C28 -2.369 -6.337 3.124
H64 2.511 3.600 -1.553
Cl7 3.684 5.605 1.748
C29 -4.827 -0.556 -4.690
Cl8 1.410 5.662 -1.748
H65 3.451 6.183 4.538
H66 -1.946 -7.240 2.673
P1 -0.248 0.917 1.405

Its LUMO energy is 0.26 eV. Its SMILES is CCOP(=O)(OCC)OCC.CN(C)C=O.CN(C)C=O.CN(C)C=O.CN(C)C=O.CN(C)C=O.ClCCCl.ClCCCl.ClCCCl.ClCCCl. For the orbital gap, the calculation gives 9.49 eV.


# 3
Molecular formula: C16H23NO3
Method: DFT, wB97M-V/def2-TZVPD

Atoms and positions in Å:
O1 -0.852 0.834 -5.566
C1 0.261 0.170 2.226
H1 -1.772 -0.553 -1.436
C2 2.540 2.928 -3.942
C3 -0.478 0.851 -4.254
H2 -0.575 1.204 -7.503
N1 0.289 0.621 -0.129
H3 2.156 0.815 3.187
H4 3.027 3.434 -4.775
C4 -1.768 -1.745 4.140
H5 -1.768 -1.524 3.073
H6 -3.852 -2.305 4.148
C5 0.939 -1.018 2.854
H7 -1.945 -0.811 4.679
C6 0.622 1.520 -3.683
C7 -0.410 -2.311 4.551
H8 -0.220 -3.229 3.989
C8 0.832 1.411 -2.315
H9 -2.934 -2.945 5.513
H10 1.666 -1.775 4.708
H11 2.398 0.053 1.566
H12 0.557 -0.410 4.869
H13 -0.328 0.788 2.893
H14 -2.745 -3.656 3.909
C9 1.749 0.169 2.422
H15 2.225 3.674 -3.204
C10 -0.062 1.430 -6.568
H16 1.019 -1.901 2.230
H17 0.945 1.008 -6.595
H18 1.672 1.915 -1.862
O2 -1.436 -0.593 0.747
C11 0.744 -1.334 4.317
H19 3.250 2.233 -3.481
C12 -1.314 0.119 -3.416
C13 -2.895 -2.723 4.448
H20 -0.437 -2.574 5.612
H21 1.116 1.137 0.139
C14 -0.393 0.012 0.880
O3 1.443 2.256 -4.503
C15 -1.104 0.020 -2.056
C16 -0.016 0.671 -1.495
H22 0.005 2.513 -6.443
H23 -2.152 -0.380 -3.875

Its LUMO energy is 0.56 eV. Its SMILES is CCCC[C@@H]1C[C@H]1C(=O)Nc1ccc(OC)c(OC)c1. For the orbital gap, the calculation gives 8.22 eV.


# 4
Molecular formula: C4H13N2O
Method: DFT, wB97M-V/def2-TZVPD

Atoms and positions in Å:
H1 0.620 -1.321 1.448
H2 1.623 -0.487 -0.706
H3 -3.880 1.410 0.060
H4 0.597 1.825 -0.304
H5 -1.870 0.798 -1.730
H6 0.015 -1.131 -1.085
N1 0.489 -0.409 0.979
N2 -1.823 0.995 0.404
C1 0.551 -0.305 -0.580
C2 0.202 1.101 -1.023
H7 1.120 0.367 1.164
O1 3.485 -2.902 0.856
C3 -1.358 1.361 -0.967
H8 0.557 1.410 -2.002
H9 -1.555 2.434 -1.045
H10 4.114 -3.509 1.264
H11 4.028 -2.492 0.174
C4 -3.081 0.915 0.608
H12 -3.412 0.002 1.077
H13 -0.422 -0.063 1.407

Its LUMO energy is -3.03 eV. As for the charge: +1. For the orbital gap, the calculation gives 10.24 eV.


# 5
Molecular formula: C26H35Cl27F8N2O5S
Method: DFT, wB97M-V/def2-TZVPD

Atoms and positions in Å:
Cl1 4.481 -7.734 6.422
C1 -7.932 -4.870 -2.833
F1 -6.356 -1.530 -0.063
C2 3.865 2.003 -1.761
C3 3.934 3.552 -1.174
C4 -10.832 0.037 0.257
H1 1.568 2.034 -1.116
C5 -6.903 -0.632 -1.120
Cl2 7.890 1.386 0.238
C6 1.998 0.056 -2.380
H2 0.308 0.672 0.028
O1 2.583 4.776 0.706
H3 0.924 -2.136 1.947
H4 2.856 -0.172 -3.179
Cl3 5.697 2.064 2.031
O2 -4.430 2.206 -4.737
C7 0.484 -0.211 -2.990
C8 6.838 0.801 1.539
F2 -6.539 0.936 -3.047
O3 -2.567 -2.454 -2.908
Cl4 2.990 -5.802 4.832
F3 -4.979 0.980 -1.139
Cl5 6.076 1.441 5.897
N1 -0.542 -2.754 -0.628
Cl6 10.663 0.612 2.419
C9 -2.336 1.027 -3.819
O4 0.246 -1.562 -3.491
N2 -2.106 0.272 -2.544
Cl7 3.524 0.950 7.211
H5 4.370 3.557 1.080
C10 -0.518 -0.063 -0.420
C11 7.138 -3.038 4.211
C12 3.358 -7.519 5.068
C13 1.343 -2.497 -3.255
H6 4.425 1.218 -1.099
Cl8 -6.736 -4.756 -4.136
H7 1.619 -2.690 -2.133
C14 1.292 -1.766 0.890
H8 -7.963 -3.911 -2.310
Cl9 -10.863 0.343 2.002
H9 7.463 0.548 2.399
H10 1.939 2.262 -2.953
H11 2.428 -8.041 5.306
H12 1.886 -0.750 1.030
Cl10 4.029 -8.220 3.586
Cl11 -15.632 -2.709 -1.757
C15 -0.009 -1.586 -0.147
F4 -5.416 -2.318 -2.728
H13 4.989 4.051 -1.302
H14 2.333 -2.265 -3.880
H15 -9.789 0.013 -0.069
H16 -1.398 1.660 -4.199
Cl12 -15.508 -0.341 -3.449
Cl13 -7.469 -6.125 -1.672
H17 2.023 -2.609 0.469
Cl14 8.190 -2.453 2.910
C16 5.286 0.928 7.397
H18 4.354 2.062 -2.849
F5 -8.028 -1.266 -1.903
C17 -5.770 0.084 -2.064
H19 0.978 -3.554 -3.676
Cl15 10.627 3.265 3.621
H20 5.557 1.633 8.188
C18 -3.559 2.165 -3.725
Cl16 6.384 4.983 2.186
Cl17 -9.543 -5.197 -3.494
H21 0.798 5.202 1.804
H22 4.470 6.358 2.184
H23 3.125 4.165 -1.797
F6 -3.689 3.157 -2.627
C19 -0.729 0.364 -1.987
H24 12.340 2.266 2.348
Cl18 -11.569 -1.532 -0.113
H25 -13.954 -1.056 -1.828
Cl19 -15.667 -0.057 -0.555
H26 -0.503 1.543 -1.983
F7 -7.573 0.495 -0.366
Cl20 5.147 6.350 4.441
H27 0.475 4.680 0.013
S1 -3.054 -1.098 -2.260
C20 -15.045 -1.043 -1.889
Cl21 6.271 -4.497 3.702
C21 1.170 4.450 0.956
H28 0.424 0.504 -3.945
C22 11.249 2.279 2.287
C23 5.436 6.391 2.694
F8 -4.882 -0.731 -4.409
Cl22 6.257 7.893 2.235
C24 3.390 3.583 0.406
Cl23 10.786 2.980 0.727
H29 2.260 -0.588 -1.441
Cl24 -11.661 1.335 -0.617
H30 2.842 2.563 0.599
H31 -2.532 0.241 -4.695
C25 2.265 1.657 -1.976
H32 0.033 -3.565 -0.253
H33 -1.477 0.117 0.265
H34 0.975 3.375 1.377
Cl25 5.842 -0.685 7.874
C26 -4.839 -0.936 -2.944
Cl26 5.971 -0.657 1.030
O5 -3.329 -1.482 -0.752
H35 7.763 -3.292 5.071
Cl27 5.997 -1.775 4.703

Its LUMO energy is -0.80 eV. Its SMILES is [H]/N=C(\C)C[C@@H]([C@@H](CCCCCOC)OC)N(CC(=O)F)S(=O)(=O)C(F)(F)C(F)(F)C(F)(F)F.ClC(Cl)Cl.ClC(Cl)Cl.ClC(Cl)Cl.ClC(Cl)Cl.ClC(Cl)Cl.ClC(Cl)Cl.ClC(Cl)Cl.ClC(Cl)Cl.ClC(Cl)Cl. For the orbital gap, the calculation gives 9.02 eV.


# 6
Molecular formula: C2H11O4
Method: DFT, wB97M-V/def2-TZVPD

Atoms and positions in Å:
H1 -1.140 0.436 -1.694
H2 1.165 -0.482 1.217
H3 1.740 -0.139 2.564
H4 1.864 1.669 -1.604
O1 0.038 -0.116 0.432
O2 1.422 1.644 -0.866
C1 -1.071 -0.591 -1.694
O3 2.083 -0.688 1.942
H5 -1.510 -1.202 0.536
H6 0.018 -1.988 -0.295
H7 -0.952 0.495 1.567
H8 -0.995 1.838 0.974
H9 -1.996 -0.985 -1.851
H10 -0.241 -0.965 -2.382
O4 -1.358 1.376 1.713
H11 1.573 0.857 -0.323
C2 -0.639 -1.159 -0.235

Its LUMO energy is 3.95 eV. As for the charge: -1. For the orbital gap, the calculation gives 8.14 eV.


# 7
Molecular formula: CH11O7
Method: DFT, wB97M-V/def2-TZVPD

Atoms and positions in Å:
H1 0.336 2.816 -1.488
O1 -0.711 1.131 1.527
H2 -2.719 -0.491 1.411
H3 2.524 -0.901 0.818
H4 -0.987 -2.344 -1.393
O2 1.908 -1.061 1.540
H5 -2.496 -1.963 0.995
H6 0.245 0.978 1.464
H7 1.032 -1.261 1.193
O3 0.219 -0.721 -1.400
C1 -0.510 -1.523 -0.836
O4 -0.718 -1.345 0.430
O5 -3.158 -1.344 1.301
H8 -0.572 1.590 -1.287
O6 2.321 1.184 -1.250
O7 -0.486 2.528 -1.076
H9 -0.803 1.601 0.677
H10 1.635 0.561 -0.963
H11 2.940 0.564 -1.662

The multiplicity is 2. Its LUMO energy (alpha / beta) is 0.12 / -4.83 eV. For the orbital gap (alpha / beta), the calculation gives 11.76 / 6.63 eV.


# 8
Molecular formula: C47H51AsN9OPRuSSi2
Method: DFT, wB97M-V/def2-TZVPD

Atoms and positions in Å:
H1 -2.470 2.184 -5.449
As1 2.291 -1.436 0.610
C1 -0.745 4.456 1.717
H2 3.276 -3.521 -4.470
H3 5.390 1.896 0.477
H4 -0.966 1.957 -1.858
H5 -1.158 -5.276 -4.253
H6 -2.066 1.883 0.355
Si1 2.704 -1.231 2.945
C2 -2.120 -5.419 -2.339
C3 -1.255 1.157 -2.518
C4 -5.355 -0.737 1.166
H7 -1.250 4.072 0.841
H8 -3.192 2.861 -3.992
P1 -1.333 -3.000 0.888
C5 2.413 0.557 3.510
C6 4.490 -1.789 3.197
C7 0.369 5.017 -5.591
N1 -1.996 0.114 -4.299
C8 0.890 5.942 2.672
C9 -1.376 -3.825 -0.723
C10 -0.905 4.268 -3.258
H9 -2.875 -5.312 -0.323
Si2 3.715 0.250 -0.290
N2 -1.632 1.668 2.438
H10 0.793 -1.883 4.457
H11 -1.504 -7.640 4.181
C11 -1.522 -0.730 -3.417
C12 -2.543 -4.686 2.886
H12 1.033 5.882 4.804
N3 1.394 6.726 -0.238
Ru1 0.163 -1.398 -0.597
N4 -0.979 0.750 3.168
C13 -2.195 -4.900 -1.059
H13 4.461 0.099 -2.686
C14 2.505 1.629 -0.809
H14 4.539 -2.879 3.161
H15 1.050 -3.101 3.199
C15 -1.231 3.627 -4.442
H16 4.882 -1.463 4.162
H17 1.556 1.191 -1.124
C16 -1.228 -4.868 -3.252
C17 2.771 -2.676 -4.031
C18 -1.582 1.330 1.143
H18 1.495 6.386 -4.363
C19 0.535 5.486 3.929
C20 -0.591 4.012 -5.614
H19 -3.362 -6.022 4.342
C21 0.101 5.231 -3.221
H20 -5.534 -1.109 -0.937
C22 0.581 5.820 0.199
C23 1.658 -0.586 -3.587
C24 -0.475 -3.254 -1.619
H21 -2.750 -6.250 -2.628
C25 0.733 5.619 -4.399
H22 -0.013 -0.996 2.544
H23 4.620 1.193 1.896
N5 -1.039 -0.126 -2.296
C26 -1.491 -4.440 2.011
H24 -3.411 -2.344 -1.096
C27 -2.126 2.886 3.068
O1 -0.021 5.165 -0.822
C28 -1.495 -6.743 3.575
H25 -1.517 -1.795 -3.575
N6 1.783 -1.280 -2.495
C29 0.500 5.754 -1.925
C30 0.246 5.417 1.554
N7 -1.807 1.319 -3.728
H26 -6.299 -0.214 1.234
H27 -3.381 -4.010 2.951
H28 5.145 -1.402 2.415
H29 -3.049 3.182 2.569
C31 -0.434 -5.351 1.936
H30 4.627 -1.464 -1.890
C32 -3.365 -1.595 2.207
H31 2.586 -3.161 -1.926
C33 1.556 -2.416 3.885
H32 -4.890 -0.513 3.251
C34 -2.256 2.519 -4.438
C35 -0.566 -0.113 2.275
C36 -3.733 -1.948 -0.141
H33 2.877 0.738 4.482
H34 -1.447 4.041 -2.350
H35 5.839 0.280 1.008
C37 2.415 -2.474 -2.741
H36 2.309 2.292 0.037
H37 -2.744 -1.697 3.089
H38 0.850 5.315 -6.513
H39 5.804 -0.196 -1.577
C38 -4.566 -0.907 2.295
H40 2.828 1.271 2.799
N8 -0.921 0.198 0.998
C39 -2.948 -2.144 0.992
C40 -0.446 4.512 4.085
H41 1.228 0.404 -3.635
N9 1.344 6.680 -1.608
C41 -4.928 -1.248 -0.051
H42 0.380 -7.204 2.635
H43 1.349 0.769 3.606
H44 -2.340 2.638 4.104
H45 -0.852 3.534 -6.550
C42 -0.412 -3.799 -2.899
H46 2.900 2.239 -1.626
H47 0.279 -3.422 -3.641
C43 4.745 -0.391 -1.752
H48 1.654 6.696 2.539
C44 -2.539 -5.837 3.663
H49 0.386 -5.156 1.253
S1 2.298 -1.334 -4.989
H50 -0.711 4.163 5.076
C45 -1.091 3.989 2.973
C46 4.999 0.967 0.900
C47 -0.439 -6.500 2.707
H51 2.130 -3.022 4.587

The multiplicity is 2. Its LUMO energy (alpha / beta) is -2.86 / -3.26 eV. As for the charge: +1. For the orbital gap (alpha / beta), the calculation gives 6.76 / 6.65 eV.


| no. | molecular weight (g/mol) | calculated total energy (Ha) |
| --- | --- | --- |
| 1 | 666.02 | -1928.768498 |
| 2 | 943.47 | -6118.514244 |
| 3 | 277.36 | -903.914935 |
| 4 | 105.16 | -344.650578 |
| 5 | 1596.86 | -15119.068421 |
| 6 | 99.11 | -383.717705 |
| 7 | 135.09 | -571.282344 |
| 8 | 1053.19 | -6038.659153 |